No. 1
Formula: H12O6
Source: the Open Molecules 2025 dataset
Level of theory: ωB97M-V with the def2-TZVPD basis set

Properties
Maximum force ... 2.293 eV/A
HOMO ... -10.94 eV
DFT total energy ... -12479.9741 eV
Gap between HOMO and LUMO ... 11.346 eV
SMILES ... O.O.O.O.O.O
LUMO ... 0.405 eV

Each line ends with the Löwdin charge.
Element x y z (Å)
O  17.294  18.546  -15.401  -0.06
H  17.800  17.760  -15.514  0.00
H  17.949  19.157  -15.782  -0.02
O  19.873  21.540  -14.166  -0.04
H  20.825  21.520  -14.170  0.05
H  19.731  20.662  -13.728  0.09
O  21.747  18.638  -14.933  -0.04
H  22.435  17.960  -14.939  0.05
H  21.532  18.812  -15.821  -0.04
O  20.465  18.056  -17.556  -0.07
H  20.198  18.974  -17.422  -0.01
H  19.739  17.520  -17.209  0.04
O  19.287  20.222  -16.362  -0.09
H  19.566  20.932  -15.762  0.02
H  18.539  20.693  -16.775  0.02
O  17.092  21.100  -17.647  -0.02
H  17.255  20.590  -18.427  0.05
H  16.143  21.266  -17.690  0.08


No. 2
Formula: H12O6
Source: the Open Molecules 2025 dataset
Level of theory: ωB97M-V with the def2-TZVPD basis set

Properties
Maximum force ... 1.182 eV/A
HOMO ... -10.85 eV
DFT total energy ... -12479.9530 eV
Gap between HOMO and LUMO ... 11.021 eV
SMILES ... O.O.O.O.O.O
LUMO ... 0.173 eV

Each line ends with the Löwdin charge.
Element x y z (Å)
O  -2.548  1.413  -1.046  -0.07
H  -2.152  0.886  -0.338  -0.01
H  -1.754  1.727  -1.506  0.02
O  0.401  2.416  0.439  -0.06
H  -0.029  1.539  0.507  -0.01
H  0.376  2.735  1.330  0.03
O  0.970  0.480  -2.218  -0.05
H  0.420  1.047  -2.775  0.05
H  1.162  1.057  -1.465  0.02
O  1.614  -1.039  1.879  -0.05
H  1.633  -1.011  2.835  0.04
H  1.729  -0.118  1.587  0.04
O  -0.696  -0.202  0.350  -0.07
H  -1.162  -0.932  0.744  0.06
H  -0.192  -0.615  -0.381  0.05
O  0.168  -3.006  -0.342  -0.05
H  0.700  -2.931  0.466  0.03
H  -0.640  -3.448  -0.067  0.04


No. 3
Formula: H12O6
Source: the Open Molecules 2025 dataset
Level of theory: ωB97M-V with the def2-TZVPD basis set

Properties
Maximum force ... 0.705 eV/A
HOMO ... -10.53 eV
DFT total energy ... -12480.0157 eV
Gap between HOMO and LUMO ... 10.634 eV
SMILES ... O.O.O.O.O.O
LUMO ... 0.099 eV

Each line ends with the Löwdin charge.
Element x y z (Å)
O  -17.520  12.351  -14.766  -0.05
H  -16.664  11.997  -14.527  0.02
H  -17.451  12.533  -15.704  0.05
O  -18.256  14.450  -12.939  -0.06
H  -18.538  15.240  -13.400  0.03
H  -18.227  13.774  -13.617  -0.03
O  -20.180  10.650  -14.600  -0.04
H  -20.058  10.057  -15.342  0.05
H  -19.292  10.847  -14.302  0.02
O  -15.536  9.521  -17.139  -0.05
H  -15.711  9.734  -16.222  0.02
H  -14.589  9.624  -17.232  0.03
O  -14.568  12.330  -14.262  -0.04
H  -13.765  11.895  -13.973  0.04
H  -14.278  13.190  -14.565  0.05
O  -19.642  13.137  -16.202  -0.05
H  -19.846  12.350  -15.697  -0.01
H  -20.245  13.108  -16.945  0.04


No. 4
Formula: H12O6
Source: the Open Molecules 2025 dataset
Level of theory: ωB97M-V with the def2-TZVPD basis set

Properties
Maximum force ... 0.416 eV/A
HOMO ... -10.43 eV
DFT total energy ... -12479.6374 eV
Gap between HOMO and LUMO ... 10.439 eV
SMILES ... O.O.O.O.O.O
LUMO ... 0.012 eV

Each line ends with the Löwdin charge.
Element x y z (Å)
O  0.909  2.322  1.375  -0.05
H  0.746  2.926  2.110  0.05
H  0.290  2.604  0.690  0.04
O  2.587  -0.124  1.419  -0.07
H  1.699  0.088  1.740  -0.01
H  3.178  0.191  2.110  0.03
O  -0.113  -0.256  -1.257  -0.05
H  -0.298  -1.175  -1.021  0.04
H  0.080  0.172  -0.419  0.01
O  -0.345  1.317  -3.616  -0.09
H  0.039  2.166  -3.381  0.02
H  -0.062  0.707  -2.905  -0.01
O  -1.424  -3.517  -0.728  -0.05
H  -2.007  -3.907  -1.389  0.04
H  -1.977  -3.407  0.053  0.04
O  -0.769  -0.144  1.559  -0.05
H  -1.229  -0.603  2.271  0.05
H  -1.304  0.641  1.391  0.05


No. 5
Formula: H12O6
Source: the Open Molecules 2025 dataset
Level of theory: ωB97M-V with the def2-TZVPD basis set

Properties
Maximum force ... 0.417 eV/A
HOMO ... -10.98 eV
DFT total energy ... -12480.1312 eV
Gap between HOMO and LUMO ... 11.069 eV
SMILES ... O.O.O.O.O.O
LUMO ... 0.091 eV

Each line ends with the Löwdin charge.
Element x y z (Å)
O  -1.213  1.845  -1.481  -0.04
H  -0.863  2.184  -2.312  0.07
H  -1.935  2.437  -1.248  0.06
O  1.782  -1.850  -1.402  -0.06
H  1.343  -1.151  -0.899  -0.02
H  2.303  -1.393  -2.069  0.03
O  0.291  0.073  0.271  -0.07
H  -0.160  0.606  -0.404  0.01
H  -0.003  0.441  1.117  0.03
O  -0.459  0.080  3.274  -0.07
H  -0.796  -0.763  2.953  0.04
H  0.507  0.028  3.142  0.00
O  2.176  0.056  2.268  -0.05
H  2.720  -0.618  2.690  0.06
H  2.184  -0.157  1.325  0.04
O  -2.428  -0.939  -2.467  -0.06
H  -3.163  -0.595  -2.984  0.03
H  -2.285  -0.283  -1.776  0.00


No. 6
Formula: H12O6
Source: the Open Molecules 2025 dataset
Level of theory: ωB97M-V with the def2-TZVPD basis set

Properties
Maximum force ... 7.112 eV/A
HOMO ... -11.19 eV
DFT total energy ... -12480.1028 eV
Gap between HOMO and LUMO ... 11.624 eV
SMILES ... O.O.O.O.O.O
LUMO ... 0.437 eV

Each line ends with the Löwdin charge.
Element x y z (Å)
O  -1.802  1.620  -0.807  -0.04
H  -1.729  1.543  0.129  0.02
H  -1.937  0.665  -0.835  0.03
O  -1.824  -1.098  0.119  -0.05
H  -1.364  -0.800  0.904  -0.01
H  -1.208  -1.730  -0.215  0.00
O  -0.438  0.326  1.821  -0.06
H  -0.453  0.671  2.816  0.15
H  0.351  -0.082  1.671  -0.07
O  2.061  -0.155  1.100  -0.05
H  1.951  -0.981  0.647  0.01
H  1.942  0.505  0.400  0.02
O  0.808  1.307  -0.985  -0.08
H  -0.136  1.656  -1.046  0.03
H  1.384  1.967  -1.334  0.04
O  0.784  -1.960  -1.052  -0.07
H  0.934  -2.396  -1.922  0.08
H  0.676  -1.058  -1.409  0.03


No. 7
Formula: H12O6
Source: the Open Molecules 2025 dataset
Level of theory: ωB97M-V with the def2-TZVPD basis set

Properties
Maximum force ... 5.154 eV/A
HOMO ... -11.14 eV
DFT total energy ... -12478.1993 eV
Gap between HOMO and LUMO ... 11.482 eV
SMILES ... O.O.O.O.O.O
LUMO ... 0.342 eV

Each line ends with the Löwdin charge.
Element x y z (Å)
O  7.123  -1.801  3.642  -0.11
H  7.016  -0.926  4.057  0.04
H  6.314  -1.991  3.061  0.05
O  -1.486  -0.005  -3.163  -0.12
H  -1.544  0.994  -3.440  0.09
H  -0.989  -0.139  -2.335  0.03
O  4.268  -1.068  1.823  -0.06
H  3.820  -0.400  1.354  0.00
H  4.245  -1.855  1.204  0.08
O  -2.347  0.182  4.351  -0.07
H  -2.874  -0.286  4.946  -0.02
H  -1.517  -0.416  4.322  0.09
O  -2.477  3.307  1.312  -0.11
H  -3.230  2.880  1.649  -0.02
H  -1.966  3.701  2.182  0.13
O  -5.102  -0.625  -8.031  -0.16
H  -4.918  -1.523  -8.429  0.04
H  -4.336  -0.028  -8.507  0.12


No. 8
Formula: H12O6
Source: the Open Molecules 2025 dataset
Level of theory: ωB97M-V with the def2-TZVPD basis set

Properties
Maximum force ... 5.832 eV/A
HOMO ... -10.91 eV
DFT total energy ... -12479.1552 eV
Gap between HOMO and LUMO ... 11.472 eV
SMILES ... O.O.O.O.O.O
LUMO ... 0.565 eV

Each line ends with the Löwdin charge.
Element x y z (Å)
O  0.207  2.698  3.425  -0.06
H  -0.114  2.808  2.483  0.08
H  0.687  3.490  3.532  0.00
O  -1.325  0.356  -3.019  -0.08
H  -0.836  1.080  -3.455  0.08
H  -0.972  -0.511  -3.314  0.00
O  -1.144  0.320  -0.466  -0.11
H  -2.106  0.444  -0.613  0.06
H  -0.922  0.329  -1.439  0.00
O  0.047  -1.800  -3.120  -0.13
H  0.252  -2.038  -2.157  0.04
H  -0.829  -2.436  -3.023  0.16
O  0.688  -1.752  -0.244  -0.04
H  -0.052  -1.121  -0.091  0.02
H  0.776  -2.262  0.515  0.01
O  2.214  0.214  3.357  -0.15
H  2.255  -0.097  4.316  0.05
H  1.172  0.278  3.315  0.07


No. 9
Formula: H12O6
Source: the Open Molecules 2025 dataset
Level of theory: ωB97M-V with the def2-TZVPD basis set

Properties
Maximum force ... 5.912 eV/A
HOMO (alpha / beta) ... -13.08 / -13.08 eV
Spin multiplicity ... 2
Expectation value of S² ... 0.757
Charge ... +1
DFT total energy ... -12467.8382 eV
Gap between HOMO and LUMO (alpha / beta) ... 10.508 / 1.620 eV
LUMO (alpha / beta) ... -2.575 / -11.463 eV

Each line ends with the Mulliken spin population.
Element x y z (Å)
O  2.943  -2.140  0.345  0.19
H  2.397  -2.754  0.702  -0.01
H  3.618  -2.519  -0.128  -0.01
O  -6.904  2.871  1.392  0.01
H  -7.093  3.567  0.770  0.00
H  -7.587  3.008  2.102  0.00
O  3.833  0.247  2.251  0.51
H  3.063  0.724  2.416  -0.01
H  3.628  -0.375  1.494  -0.02
O  -4.746  0.906  1.215  0.35
H  -4.780  1.051  0.273  -0.01
H  -5.168  1.618  1.738  -0.01
O  4.438  1.262  -6.706  0.00
H  5.285  1.510  -7.076  0.00
H  4.088  1.880  -6.153  0.00
O  1.368  -3.574  1.735  0.00
H  0.921  -3.456  2.531  0.00
H  0.697  -3.827  1.100  0.00


No. 10
Formula: H12S6
Source: the Open Molecules 2025 dataset
Level of theory: ωB97M-V with the def2-TZVPD basis set

Properties
Maximum force ... 0.475 eV/A
HOMO ... -9.74 eV
DFT total energy ... -65205.0948 eV
Gap between HOMO and LUMO ... 10.137 eV
SMILES ... S.S.S.S.S.S
LUMO ... 0.395 eV

Each line ends with the Löwdin charge.
Element x y z (Å)
S  1.697  -0.294  3.923  0.45
H  1.524  -0.250  2.594  -0.22
H  1.470  1.015  3.963  -0.24
S  0.920  -4.105  3.534  0.45
H  1.779  -3.618  4.437  -0.23
H  1.809  -4.971  3.035  -0.23
S  -6.007  2.388  1.139  0.46
H  -5.487  1.374  1.841  -0.23
H  -5.627  3.348  1.979  -0.23
S  4.877  -4.359  -3.267  0.46
H  4.396  -3.443  -4.115  -0.23
H  3.849  -4.275  -2.414  -0.23
S  -5.733  1.920  -3.816  0.47
H  -6.025  1.228  -2.720  -0.24
H  -4.580  1.283  -4.032  -0.23
S  4.180  4.420  -1.702  0.46
H  3.675  4.895  -2.844  -0.23
H  3.282  3.444  -1.535  -0.23


No. 11
Formula: H13NO5
Source: the Open Molecules 2025 dataset
Level of theory: ωB97M-V with the def2-TZVPD basis set

Properties
Maximum force ... 1.034 eV/A
HOMO (alpha / beta) ... 0.33 / -6.71 eV
Spin multiplicity ... 2
Expectation value of S² ... 0.751
Charge ... -1
DFT total energy ... -11938.5231 eV
Gap between HOMO and LUMO (alpha / beta) ... 3.405 / 10.130 eV
LUMO (alpha / beta) ... 3.737 / 3.417 eV

Each line ends with the Mulliken spin population.
Element x y z (Å)
N  1.938  0.224  -1.398  0.58
H  1.245  0.863  -1.775  -0.06
H  2.731  0.230  -2.018  -0.07
H  1.463  -0.672  -1.283  -0.08
H  -1.965  1.849  -0.877  -0.11
H  -1.102  0.739  -1.407  0.00
O  -1.059  1.677  -1.160  0.28
H  -1.244  1.484  2.397  -0.06
H  0.044  0.610  2.289  -0.02
O  -0.886  0.657  2.059  0.20
H  2.104  0.685  0.544  0.01
H  2.302  -0.234  1.704  -0.07
O  2.447  0.682  1.461  0.08
H  -0.417  -2.351  -1.470  -0.12
H  0.185  -2.286  -0.093  0.05
O  0.451  -2.423  -1.027  0.28
H  -2.458  -0.013  1.153  0.06
H  -2.720  -1.311  0.402  -0.04
O  -3.059  -0.408  0.499  0.08


No. 12
Formula: H13NO5
Source: the Open Molecules 2025 dataset
Level of theory: ωB97M-V with the def2-TZVPD basis set

Properties
Maximum force ... 1.404 eV/A
HOMO (alpha / beta) ... 0.88 / -6.78 eV
Spin multiplicity ... 2
Expectation value of S² ... 0.750
Charge ... -1
DFT total energy ... -11938.4587 eV
Gap between HOMO and LUMO (alpha / beta) ... 2.798 / 10.384 eV
LUMO (alpha / beta) ... 3.676 / 3.604 eV

Each line ends with the Mulliken spin population.
Element x y z (Å)
N  1.291  0.748  1.306  0.76
H  0.286  0.605  1.478  -0.10
H  1.712  1.172  2.128  -0.12
H  1.652  -0.140  1.021  -0.12
H  -0.581  -1.796  2.033  -0.05
H  -1.940  -1.598  2.706  -0.16
O  -1.259  -1.107  2.165  0.41
H  -2.099  1.322  -0.351  -0.15
H  -0.708  1.688  -0.953  0.07
O  -1.574  1.280  -1.181  0.16
H  1.521  1.907  -0.352  -0.02
H  1.197  2.313  -1.753  -0.07
O  1.113  2.647  -0.868  0.16
H  0.591  -1.754  -0.506  0.10
H  1.972  -2.213  -1.040  -0.05
O  1.556  -1.821  -0.249  0.04
H  -1.390  -0.586  -1.238  0.08
H  -1.464  -1.880  -1.985  -0.17
O  -1.078  -1.498  -1.169  0.21


Energy relative to the best compared isomer or geometry (same formula, charge and spin), respectively: 110.0, 112.0, 105.9, 142.4, 94.8, 97.5, 281.2, 189.0, 228.4, 0.0, 0.0, 6.2 kJ/mol.